A:
41
Properties=species:S:1:pos:R:3:nbo_charge:R:1 method="wB97M-V/def2-TZVPD" lumo_energy_ha=0.0939 homo_energy_ev=-6.63 charge=-1
B 15.268 -5.822 -15.505 1.29
F 14.689 -6.833 -16.176 -0.46
F 16.377 -5.468 -16.119 -0.41
F 14.456 -4.741 -15.496 -0.47
F 15.603 -6.286 -14.214 -0.49
O 13.316 -3.095 -17.575 -0.95
H 12.737 -2.422 -17.216 0.47
H 13.527 -3.654 -16.828 0.47
O 12.774 -7.913 -14.983 -0.92
H 13.626 -8.348 -14.952 0.46
H 12.965 -6.996 -14.788 0.46
O 12.269 -5.283 -16.114 -0.96
H 11.756 -4.481 -16.209 0.47
H 13.123 -4.986 -15.799 0.45
O 14.884 -4.133 -13.581 -0.96
H 14.603 -4.616 -12.804 0.46
H 14.736 -4.739 -14.307 0.43
O 18.307 -5.062 -16.284 -1.00
H 17.393 -5.222 -16.050 0.45
H 18.263 -4.464 -17.030 0.44
O 14.500 -7.711 -18.711 -0.95
H 14.535 -6.884 -18.231 0.47
H 14.650 -8.382 -18.045 0.46
O 14.528 -6.401 -12.270 -0.94
H 14.985 -6.835 -12.990 0.48
H 15.120 -5.699 -11.999 0.45
O 16.006 -5.929 -18.157 -0.91
H 15.837 -5.942 -17.215 0.42
H 15.550 -5.149 -18.472 0.45
O 16.641 -7.803 -16.456 -0.98
H 15.935 -7.168 -16.336 0.40
H 17.379 -7.435 -15.970 0.48
O 17.688 -6.849 -14.636 -0.97
H 16.758 -6.701 -14.462 0.45
H 18.136 -6.160 -14.145 0.49
O 17.186 -3.997 -14.196 -0.92
H 16.548 -4.704 -14.291 0.44
H 17.190 -3.561 -15.048 0.46
O 12.997 -3.288 -15.220 -0.99
H 12.506 -3.490 -14.423 0.48
H 13.915 -3.393 -14.970 0.50

=====

B:
41
Properties=species:S:1:pos:R:3:nbo_charge:R:1 method="wB97M-V/def2-TZVPD" lumo_energy_ha=0.0832 homo_energy_ev=-8.31 charge=-1
B -0.593 0.392 -0.817 1.32
F -0.671 1.179 -1.890 -0.57
F -1.684 0.668 -0.040 -0.58
F -0.601 -0.979 -1.205 -0.59
F 0.531 0.635 -0.072 -0.58
O -0.268 -0.065 4.309 -0.95
H -0.308 0.489 3.529 0.48
H 0.609 0.083 4.664 0.47
O -4.335 -0.419 5.508 -0.94
H -4.090 -0.786 6.357 0.46
H -3.510 -0.117 5.128 0.48
O 4.465 -2.414 2.425 -0.94
H 5.098 -3.094 2.655 0.46
H 3.736 -2.890 2.026 0.48
O 4.467 1.251 4.590 -0.94
H 5.299 1.345 5.054 0.46
H 4.550 0.425 4.113 0.48
O 4.461 4.163 -1.208 -0.94
H 5.303 3.746 -1.394 0.46
H 3.897 3.446 -0.919 0.48
O -2.684 5.826 0.438 -0.95
H -2.633 4.897 0.211 0.48
H -2.017 5.945 1.114 0.47
O -6.212 -1.920 -1.252 -0.94
H -5.765 -1.675 -0.442 0.47
H -6.650 -1.118 -1.537 0.47
O 0.733 -4.686 2.029 -0.95
H 0.265 -3.960 1.617 0.48
H 0.312 -4.791 2.882 0.47
O -0.010 -2.202 -5.430 -0.95
H 0.842 -2.605 -5.264 0.46
H -0.212 -1.726 -4.625 0.48
O -0.308 4.139 -5.455 -0.94
H -0.724 3.550 -4.826 0.48
H -0.896 4.893 -5.503 0.46
O 3.181 0.734 -4.069 -0.95
H 3.075 1.619 -4.417 0.47
H 2.434 0.615 -3.482 0.48
O -2.949 -5.239 -1.527 -0.95
H -3.810 -4.827 -1.604 0.47
H -2.328 -4.526 -1.672 0.48

=====

B takes first place; second place is 0.5196 hartree up.

=====

A:
101
Properties=species:S:1:pos:R:3:mulliken_charge:R:1 method="wB97M-V/def2-TZVPD" lumo_energy_ha="-0.1364 / -0.1531" multiplicity=2 homo_energy_ev="-10.27 / -10.26" charge=+1
Ir 0.349 -0.043 0.012 2.52
O 4.354 4.357 4.827 -0.47
C 3.702 3.293 5.337 0.61
O 3.880 2.952 6.469 -0.53
C 2.757 2.569 4.419 0.73
C 2.478 1.240 4.716 -1.36
C 1.604 0.516 3.924 -0.27
C 1.003 1.137 2.840 -1.30
C 1.279 2.456 2.525 1.16
C 2.152 3.174 3.322 -1.38
N 0.084 0.400 2.025 1.37
C -0.935 -0.096 2.614 -0.17
C -1.916 -0.831 1.831 -0.09
C -3.031 -1.423 2.402 -0.82
C -3.968 -2.006 1.565 -0.74
C -3.764 -1.952 0.196 -1.15
C -2.615 -1.351 -0.295 -0.60
N -1.700 -0.822 0.508 0.55
H 4.206 4.435 3.877 0.32
H 2.954 0.787 5.575 0.49
H 1.417 -0.532 4.124 0.54
H 0.849 2.899 1.640 -0.59
H 2.338 4.214 3.080 0.59
H -1.100 0.067 3.675 0.62
H -3.163 -1.402 3.475 0.61
H -4.851 -2.478 1.973 0.47
H -4.481 -2.369 -0.498 0.53
H -2.437 -1.272 -1.359 0.37
C 0.027 -1.688 -3.972 -1.29
C 0.766 -0.781 -4.724 -0.87
C 1.452 0.226 -4.077 -0.81
C 1.376 0.330 -2.691 1.52
N 0.553 -0.484 -1.991 0.17
C -0.065 -1.499 -2.612 -0.17
C 2.252 1.129 -1.839 0.41
C 3.372 1.798 -2.332 -0.07
C 4.345 2.242 -1.457 -1.29
C 4.225 1.950 -0.104 -1.07
C 3.102 1.302 0.388 -0.27
C 2.056 0.940 -0.461 -0.25
H -0.483 -2.523 -4.429 0.48
H 0.825 -0.877 -5.799 0.49
H 2.078 0.912 -4.627 0.50
H -0.627 -2.167 -1.980 0.59
H 3.508 1.934 -3.397 0.45
H 5.217 2.762 -1.830 0.42
H 5.025 2.218 0.575 0.47
H 3.073 1.039 1.434 0.82
O 1.966 -1.325 1.055 -0.88
C 1.482 -2.425 0.670 0.17
O 0.402 -2.393 0.004 -1.06
C 2.143 -3.707 0.980 0.34
C 3.387 -3.700 1.595 -0.50
C 4.047 -4.890 1.904 -1.10
C 3.399 -6.056 1.575 0.93
O 3.824 -7.330 1.768 -0.48
C 2.792 -8.184 1.266 -0.25
O 1.753 -7.351 0.749 -0.50
C 2.152 -6.064 0.962 0.82
C 1.493 -4.908 0.648 -1.09
H 3.848 -2.750 1.827 0.55
H 5.020 -4.901 2.374 0.44
H 2.399 -8.791 2.083 0.26
H 3.196 -8.801 0.463 0.26
H 0.527 -4.907 0.165 0.52
C -1.427 5.451 -1.185 -1.22
Ge 0.008 4.115 -1.292 1.32
C 1.553 4.770 -0.277 -0.87
C 0.485 3.932 -3.184 -0.91
Ge -1.025 2.034 -0.517 -0.34
C -2.137 2.454 1.073 0.86
C -1.805 3.503 1.932 -0.55
C -2.578 3.807 3.045 -0.96
C -3.713 3.061 3.324 -0.86
C -4.077 2.027 2.472 -0.79
C -3.297 1.732 1.362 -0.39
C -2.387 1.785 -1.938 0.79
C -2.174 1.123 -3.145 -0.14
C -3.137 1.101 -4.146 -0.81
C -4.332 1.781 -3.975 -0.70
C -4.544 2.496 -2.806 -0.81
C -3.583 2.502 -1.804 -1.14
H -1.004 6.435 -1.392 0.52
H -1.898 5.478 -0.204 0.33
H -2.195 5.244 -1.932 0.34
H 1.973 5.629 -0.803 0.54
H 2.327 4.009 -0.188 0.05
H 1.263 5.104 0.721 0.33
H 0.705 4.918 -3.596 0.53
H -0.344 3.500 -3.745 0.31
H 1.365 3.306 -3.312 0.15
H -0.936 4.120 1.728 0.44
H -2.297 4.631 3.689 0.48
H -4.319 3.294 4.190 0.42
H -4.977 1.456 2.666 0.50
H -3.619 0.939 0.696 0.62
H -1.233 0.633 -3.333 0.57
H -2.942 0.567 -5.068 0.45
H -5.083 1.774 -4.754 0.40
H -5.460 3.057 -2.672 0.45
H -3.775 3.078 -0.908 0.45

=====

B:
101
Properties=species:S:1:pos:R:3:mulliken_charge:R:1 method="wB97M-V/def2-TZVPD" lumo_energy_ha="-0.1365 / -0.1678" multiplicity=2 homo_energy_ev="-9.88 / -10.28" charge=+1
Ir 0.718 0.973 -0.428 1.63
O -5.284 2.369 3.583 -0.51
C -4.287 1.848 4.334 0.38
O -4.492 1.486 5.454 -0.56
C -2.954 1.706 3.658 0.36
C -2.107 0.692 4.092 -1.52
C -0.904 0.464 3.449 -0.14
C -0.552 1.262 2.369 -0.23
C -1.356 2.318 1.966 -0.29
C -2.557 2.538 2.619 -0.68
N 0.645 1.005 1.618 0.97
C 1.761 0.846 2.226 -0.48
C 2.953 0.761 1.400 0.39
C 4.234 0.691 1.919 -0.65
C 5.310 0.723 1.049 -0.88
C 5.064 0.844 -0.310 -1.02
C 3.758 0.914 -0.760 -0.11
N 2.718 0.852 0.072 0.71
H -5.005 2.469 2.662 0.19
H -2.420 0.071 4.921 0.49
H -0.265 -0.356 3.746 0.50
H -1.063 2.938 1.131 0.18
H -3.179 3.367 2.303 0.64
H 1.829 0.857 3.309 0.63
H 4.370 0.612 2.989 0.61
H 6.322 0.666 1.424 0.46
H 5.872 0.887 -1.026 0.53
H 3.527 1.022 -1.808 0.41
C 0.242 0.471 -4.713 -1.01
C 0.595 1.719 -5.205 -1.06
C 0.992 2.702 -4.320 -0.92
C 1.044 2.426 -2.958 0.65
N 0.750 1.189 -2.497 0.69
C 0.332 0.253 -3.357 -0.41
C 1.347 3.405 -1.912 0.74
C 1.747 4.715 -2.174 -0.59
C 1.989 5.586 -1.128 -1.05
C 1.832 5.148 0.181 -1.03
C 1.439 3.842 0.445 -0.14
C 1.179 2.958 -0.596 0.26
H -0.097 -0.323 -5.362 0.57
H 0.542 1.929 -6.265 0.45
H 1.235 3.692 -4.674 0.52
H 0.068 -0.700 -2.927 0.22
H 1.874 5.060 -3.192 0.42
H 2.299 6.603 -1.329 0.42
H 2.018 5.827 1.003 0.49
H 1.331 3.535 1.478 0.34
O -1.285 1.086 -0.732 -1.11
C -1.998 0.226 -0.061 -0.33
O -1.512 -0.761 0.493 0.20
C -3.442 0.548 0.093 0.45
C -3.968 1.733 -0.401 -0.45
C -5.282 2.119 -0.110 -1.18
C -6.018 1.266 0.680 0.66
O -7.291 1.420 1.119 -0.52
C -7.543 0.326 2.013 -0.39
O -6.429 -0.565 1.921 -0.54
C -5.494 0.072 1.164 0.91
C -4.213 -0.317 0.889 -0.93
H -3.337 2.376 -0.998 0.47
H -5.705 3.040 -0.485 0.46
H -8.447 -0.191 1.698 0.30
H -7.622 0.707 3.032 0.30
H -3.785 -1.227 1.286 0.58
C 0.035 -4.492 -2.384 -1.64
Ge -0.851 -3.050 -1.388 1.86
C -1.967 -3.839 0.013 -1.27
C -2.017 -2.099 -2.648 -1.30
Ge 1.078 -1.720 -0.563 0.03
C 1.598 -2.179 1.268 0.68
C 0.608 -2.376 2.234 -0.45
C 0.941 -2.719 3.537 -0.91
C 2.274 -2.844 3.906 -0.98
C 3.271 -2.630 2.964 -0.91
C 2.934 -2.303 1.657 -0.21
C 2.644 -2.232 -1.659 1.32
C 3.087 -1.568 -2.803 -0.40
C 4.123 -2.070 -3.580 -0.72
C 4.742 -3.259 -3.228 -0.78
C 4.316 -3.941 -2.097 -0.67
C 3.282 -3.431 -1.325 -1.04
H -0.729 -5.128 -2.837 0.51
H 0.641 -5.108 -1.719 0.42
H 0.679 -4.101 -3.171 0.42
H -3.011 -3.703 -0.274 0.45
H -1.826 -3.387 0.988 0.27
H -1.761 -4.907 0.080 0.48
H -2.944 -2.671 -2.717 0.50
H -1.586 -2.056 -3.649 0.41
H -2.266 -1.090 -2.323 0.28
H -0.431 -2.235 1.966 0.25
H 0.160 -2.890 4.268 0.57
H 2.535 -3.114 4.921 0.44
H 4.313 -2.732 3.243 0.49
H 3.725 -2.153 0.930 0.48
H 2.620 -0.643 -3.113 0.21
H 4.442 -1.533 -4.465 0.47
H 5.548 -3.655 -3.832 0.41
H 4.787 -4.874 -1.815 0.45
H 2.967 -3.986 -0.448 0.45

=====

B takes first place; second place is 0.0237 hartree up.

=====

A:
20
Properties=species:S:1:pos:R:3:nbo_charge:R:1 method="wB97M-V/def2-TZVPD" lumo_energy_ha=-0.1008 homo_energy_ev=-12.40 charge=+1
C 1.475 -1.291 0.262 -0.25
C 2.111 0.014 -0.377 -0.24
C -3.041 0.023 0.109 0.10
C -0.934 -0.618 -0.106 0.74
N 0.170 -1.422 -0.364 -0.62
N -2.093 1.177 0.276 -0.47
N -0.814 0.617 0.226 -0.44
N 1.729 1.277 0.234 -0.79
O -2.146 -1.082 -0.200 -0.44
H 2.185 -2.166 0.066 0.26
H 1.616 -1.126 1.417 0.22
H 3.242 0.061 -0.286 0.23
H 1.641 0.131 -1.435 0.23
H -3.510 -0.345 0.937 0.19
H -3.664 0.066 -0.679 0.19
H -0.083 -2.250 -0.813 0.42
H -2.064 1.975 -0.321 0.38
H 0.411 1.253 0.241 0.44
H 2.070 1.595 1.120 0.42
H 1.701 2.112 -0.307 0.42

=====

B:
20
Properties=species:S:1:pos:R:3:nbo_charge:R:1 method="wB97M-V/def2-TZVPD" lumo_energy_ha=-0.1473 homo_energy_ev=-14.18 charge=+1
C -0.024 -0.270 0.191 0.68
C 0.162 -2.660 0.010 -0.44
C 1.610 1.408 -0.539 -0.43
C -0.340 2.205 0.357 -0.40
N -2.320 0.038 -0.286 0.26
N 0.756 -1.352 -0.049 -0.55
N 0.354 0.958 0.074 -0.32
N -1.357 -0.497 0.541 -0.50
O -3.442 -0.264 0.021 -0.27
H -0.746 -2.741 -0.630 0.22
H 0.882 -3.301 -0.487 0.24
H -0.014 -3.097 0.985 0.23
H 2.313 1.624 0.337 0.23
H 2.015 0.667 -1.164 0.22
H 1.548 2.404 -1.055 0.26
H -1.288 2.059 0.846 0.24
H 0.491 2.723 0.909 0.23
H -0.462 2.642 -0.676 0.23
H 1.734 -1.324 -0.360 0.44
H -1.873 -1.222 0.976 0.43

=====

A takes first place; second place is 0.0307 hartree up.